No. 1
This record from OMol25 describes an isolated molecule of C18H21NO3S. The level of theory is wB97M-V/def2-TZVPD.

XYZ file:
```
44
Properties=species:S:1:pos:R:3:forces:R:3:mulliken_charge:R:1
C -5.95455 -1.34727 -1.18651 -0.035 0.058 -0.058 -1.4280
C -4.83316 -0.40244 -0.87918 -0.004 0.007 0.078 0.9300
C -4.96141 0.55275 0.12072 -0.025 -0.098 -0.034 -0.6548
C -3.93214 1.43603 0.39401 0.111 0.068 -0.080 -0.6668
C -2.75280 1.39041 -0.33535 -0.040 0.147 0.005 0.7623
C -1.59287 2.29548 -0.00997 -0.007 -0.098 -0.092 -1.4417
N -0.60067 1.57524 0.77005 -0.209 0.229 0.220 -0.0664
C 0.47785 1.00224 0.20024 0.273 -0.093 0.537 0.3038
O 0.79939 1.15830 -0.95514 0.042 -0.049 -0.416 -0.6517
C 1.27881 0.11292 1.16770 -0.352 0.221 0.158 -0.5034
O 2.55418 -0.13071 0.59984 -0.198 -0.281 0.067 -0.1081
C 3.34741 0.94567 0.48208 0.036 0.625 0.297 0.5451
O 3.09732 2.02581 0.96151 0.002 -0.278 -0.110 -0.6106
C 4.55809 0.62204 -0.26125 0.379 -0.340 -0.347 0.1147
C 5.60999 1.45153 -0.54836 -0.500 -0.130 0.238 -0.5413
C 6.61039 0.81230 -1.30042 0.117 -0.148 -0.109 -0.4511
C 6.30401 -0.48697 -1.57341 -0.337 -0.164 0.135 -0.4264
S 4.79109 -0.95789 -0.92233 0.347 0.457 -0.046 -0.0550
C 0.57681 -1.23475 1.40215 0.368 -0.010 -0.111 0.7107
C 0.41031 -1.98850 0.08569 -0.122 0.135 0.174 -1.2240
C 1.37116 -2.06460 2.40824 -0.188 0.175 -0.086 -1.5423
C -2.62110 0.43770 -1.33854 -0.013 0.046 -0.018 -0.2129
C -3.64833 -0.44686 -1.60502 -0.005 0.022 0.048 -0.8327
H -6.60038 -0.91939 -1.95411 -0.089 -0.052 -0.040 0.2816
H -6.56053 -1.53310 -0.30270 -0.063 -0.058 0.023 0.3715
H -5.57218 -2.29448 -1.55996 -0.035 -0.084 -0.014 0.3586
H -5.87585 0.60367 0.69469 -0.097 -0.012 0.059 0.3650
H -4.05014 2.17078 1.17844 -0.007 0.094 0.080 0.3594
H -1.92155 3.16989 0.55689 0.027 -0.037 -0.100 0.4977
H -1.08939 2.61864 -0.92395 -0.083 0.065 0.147 0.3508
H -0.84049 1.34857 1.72176 0.112 -0.054 -0.042 0.3063
H 1.41002 0.65200 2.11746 -0.053 -0.108 -0.171 0.6113
H 5.64212 2.47546 -0.22396 -0.036 0.186 0.074 0.4846
H 7.51554 1.29276 -1.62559 0.152 0.051 -0.067 0.3987
H 6.88619 -1.19845 -2.12537 0.149 -0.121 -0.122 0.4431
H -0.41481 -1.01999 1.81886 0.092 0.056 -0.033 0.3864
H -0.07357 -2.94624 0.26156 -0.038 -0.101 -0.012 0.4510
H -0.19667 -1.41636 -0.61116 -0.055 -0.010 -0.150 0.2142
H 1.38315 -2.16143 -0.36631 0.077 -0.063 -0.099 0.2018
H 2.36564 -2.26463 2.01819 0.120 -0.067 0.004 0.2387
H 1.46817 -1.53751 3.35522 0.057 0.012 0.129 0.3929
H 0.87104 -3.01258 2.58998 -0.015 -0.108 0.042 0.4472
H -1.70477 0.39647 -1.90888 0.134 -0.004 -0.076 0.5221
H -3.53131 -1.18255 -2.38786 0.010 -0.087 -0.084 0.3678
```
Forces are in eV/Å.

## Properties
Structure (SMILES) = Cc1ccc(CNC(=O)[C@H](OC(=O)c2cccs2)C(C)C)cc1
DFT total energy = -37475.845 eV
2S+1 = 1
Gap between HOMO and LUMO = 9.50 eV
Relative energy (zero: lowest compared OMol25 entry of this formula, charge and spin) = 0.0 kcal per mole

=====

No. 2
This record from OMol25 describes a structure of composition C3H5NO2. The level of theory is wB97M-V/def2-TZVPD.

XYZ file:
```
11
Properties=species:S:1:pos:R:3:forces:R:3:mulliken_charge:R:1
O -1.16518 -1.50341 -0.31068 -0.098 -0.016 0.027 -0.5227
C 0.03714 -0.81889 -0.19802 0.117 -0.016 0.008 0.1191
C 0.23417 0.53945 -0.92853 0.005 0.065 -0.276 -0.3888
N 0.79485 1.04905 0.35561 -0.148 0.143 0.109 -0.2827
C 0.16343 0.04340 1.05040 -0.145 -0.070 0.432 0.3335
O -0.34689 -0.02929 2.14170 0.414 -0.007 -0.294 -0.5947
H -1.64478 -1.32546 0.51032 -0.127 -0.154 -0.078 0.3199
H 0.90126 -1.47662 -0.35518 -0.222 0.073 0.022 0.2749
H 0.88975 0.56083 -1.80376 0.044 0.090 0.316 0.2743
H -0.74439 0.97222 -1.16937 0.213 -0.036 0.026 0.2150
H 0.81763 2.00190 0.70249 -0.053 -0.073 -0.293 0.2522
```
Forces are in eV/Å.

## Properties
DFT total energy = -8776.368 eV
2S+1 = 1
Gap between HOMO and LUMO = 11.10 eV
Relative energy (zero: lowest compared OMol25 entry of this formula, charge and spin) = 30.6 kcal per mole